Molecular formula: C21H25ClMnN2S
Method: DFT, ωB97M-V with the def2-TZVPD basis set

XYZ file:
```
51
Properties=species:S:1:pos:R:3
C 3.8413 -0.0701 -4.4280
C 3.5966 -1.3799 -5.1801
C 3.8211 1.1033 -5.4095
C 5.1955 -0.1283 -3.7180
Cl 2.5121 0.1699 -3.1789
H 4.6055 0.9803 -6.1638
H 4.0108 2.0500 -4.9002
H 2.8696 1.1598 -5.9415
H 4.3768 -1.5356 -5.9330
H 2.6407 -1.3640 -5.7070
H 3.6267 -2.2375 -4.5054
H 6.0002 -0.2661 -4.4483
H 5.2449 -0.9695 -3.0240
H 5.4039 0.7994 -3.1819
C -3.1790 0.6338 -0.4659
C -2.4688 1.7594 -1.0679
C -1.5363 1.2083 -2.0200
H -2.7465 2.8079 -0.9616
C -1.6653 -0.2045 -2.0180
C -2.6663 -0.5675 -1.0738
H -3.0387 -1.5710 -0.8663
H -4.0668 0.7092 0.1579
H -0.8997 1.7889 -2.6865
H -1.1338 -0.8775 -2.6884
C 0.5196 1.2534 2.1008
C -0.7074 2.0204 2.0920
C -0.6693 2.8697 0.9027
H -1.4103 2.1114 2.9162
C 0.5677 2.5935 0.2147
C 1.2876 1.6178 0.9561
H 2.2828 1.2546 0.7005
H 0.8087 0.5787 2.9045
H -1.3578 3.6875 0.6925
H 0.9320 3.1157 -0.6709
Mn -1.1734 0.8330 0.3612
N -4.2647 -1.4706 1.3814
C -3.1593 -1.6821 2.1460
N -2.2885 -0.7651 2.5403
C -1.6798 -1.1719 3.7419
C -1.0791 -0.3451 4.7099
C -0.9346 -0.8076 6.0192
C -1.2555 -2.1348 6.3471
C -1.7329 -3.0106 5.3634
C -1.9928 -2.5134 4.0913
S -2.9013 -3.2919 2.7973
H -4.9484 -2.2302 1.4158
H -4.6654 -0.5415 1.4656
H -0.8093 0.6769 4.4462
H -0.5966 -0.1264 6.7981
H -1.1655 -2.4694 7.3836
H -1.9510 -4.0509 5.5926
```

Its LUMO energy (alpha / beta) is -8.010 / -10.031 eV. As for the charge: +2. As for the frontier orbital gap (alpha / beta): 6.47 / 4.45 eV. As for the spin multiplicity: 4.



Molecular formula: C26H18AuF6NSb
Method: DFT, ωB97M-V with the def2-TZVPD basis set

XYZ file:
```
53
Properties=species:S:1:pos:R:3
Au 0.8673 1.1257 0.5541
C 5.3698 0.5136 0.4647
C 5.8182 1.8241 0.3855
C 4.9087 2.8604 0.4651
C 3.5515 2.5756 0.6351
N 3.1575 1.2994 0.6884
C 4.0095 0.2981 0.5985
C 2.5087 3.5876 0.7656
C 2.7616 4.9623 0.7286
C 1.7336 5.8767 0.8384
C 0.4300 5.4461 1.0069
C 0.1605 4.0834 1.0498
C 1.1842 3.1818 0.9176
H 6.0468 -0.3216 0.4041
H 6.8684 2.0366 0.2501
H 5.2401 3.8820 0.3792
H 3.5882 -0.6963 0.6309
H 3.7687 5.3238 0.5991
H 1.9438 6.9352 0.7937
H -0.3772 6.1548 1.1052
H -0.8519 3.7373 1.1899
F 1.4940 2.4647 -1.7427
Sb 1.7051 0.9937 -2.9712
F 3.5384 0.9137 -2.4257
F 1.4327 -0.3574 -1.5995
F 2.1243 2.3068 -4.2601
F -0.1900 1.0742 -3.1989
F 1.8552 -0.3861 -4.2560
C -0.3153 -0.4229 0.7676
C -1.1632 -1.2752 0.5992
C -2.2024 -2.2015 0.4206
C -3.0178 -2.5626 1.5399
C -4.3149 -3.0906 1.3894
C -5.0637 -3.4414 2.4907
C -4.5710 -3.2470 3.7736
C -3.3184 -2.6727 3.9451
C -2.5530 -2.3387 2.8508
C -2.3485 -2.6956 -0.9220
C -1.9410 -1.9003 -2.0131
C -2.0946 -2.3405 -3.3073
C -2.6550 -3.5875 -3.5574
C -3.0525 -4.3922 -2.4947
C -2.8755 -3.9746 -1.1937
H -4.7332 -3.1945 0.4002
H -6.0486 -3.8607 2.3483
H -5.1681 -3.5249 4.6284
H -2.9346 -2.5051 4.9424
H -1.5705 -1.9123 2.9899
H -1.5284 -0.9195 -1.8312
H -1.7816 -1.7067 -4.1233
H -2.7626 -3.9412 -4.5719
H -3.4986 -5.3576 -2.6903
H -3.1369 -4.6298 -0.3764
```

Its LUMO energy (alpha / beta) is -2.562 / -2.810 eV. As for the frontier orbital gap (alpha / beta): 5.60 / 5.79 eV. As for the spin multiplicity: 2.



Molecular formula: C4H7BO3
Method: DFT, ωB97M-V with the def2-TZVPD basis set

XYZ file:
```
15
Properties=species:S:1:pos:R:3
B 2.6362 -0.3417 0.1545
C 1.0996 -0.4519 -0.1486
C 0.5308 0.8647 -0.6172
O 0.9805 1.4906 -1.5219
O -0.5001 1.4030 0.1170
C -1.4470 0.6378 0.7775
C -2.2433 -0.2781 -0.1168
O -1.6482 0.8228 1.9292
H 3.2991 -1.3283 0.1114
H 3.1327 0.6866 0.4772
H 0.6228 -0.8350 0.7696
H 0.9316 -1.2123 -0.9322
H -2.6514 -1.1004 0.4892
H -3.0787 0.3119 -0.5277
H -1.6643 -0.6698 -0.9613
```

Its LUMO energy is -0.039 eV. As for the frontier orbital gap: 10.75 eV. The SMILES is BCC(=O)OC(C)=O. Its relative energy (zero: lowest compared OMol25 entry of this formula, charge and spin) is 192.7 kJ/mol.



Molecular formula: CH5P3
Method: DFT, ωB97M-V with the def2-TZVPD basis set

XYZ file:
```
9
Properties=species:S:1:pos:R:3
C -0.1309 1.6269 -0.1536
P -2.2227 -0.7230 0.2406
P -0.3491 0.0465 0.2279
P 1.4047 -1.2330 0.4163
H 0.8232 1.9607 -0.2603
H -0.9408 2.4255 -0.0618
H -1.7118 -1.9648 0.4830
H 2.3813 -0.3167 -0.2379
H 0.7462 -1.8221 -0.6542
```

Its LUMO energy is 0.251 eV. As for the frontier orbital gap: 7.74 eV. Its relative energy (zero: lowest compared OMol25 entry of this formula, charge and spin) is 223.9 kJ/mol.



Molecular formula: C25H41BCoN9S4
Method: DFT, ωB97M-V with the def2-TZVPD basis set

XYZ file:
```
81
Properties=species:S:1:pos:R:3
Co -0.2532 0.7220 0.3101
C -3.3010 -2.2887 2.2571
C -3.5380 -2.9439 0.9027
C -3.7692 -4.4400 1.1185
C -4.7534 -2.2829 0.2492
N -2.3875 -2.8058 -0.0632
C -2.5184 -3.3561 -1.3296
C -1.3917 -3.0844 -2.0036
N -0.5596 -2.3676 -1.1685
B 0.7970 -1.8841 -1.7669
N 0.5962 -0.6995 -2.7586
C 1.4655 -0.5925 -3.8243
C 1.1152 0.4872 -4.5379
N 0.0107 1.0543 -3.9196
C -0.2745 0.3276 -2.8108
S -1.5022 0.6663 -1.6318
C -0.6044 2.2978 -4.5109
C 0.3496 3.4499 -4.2069
C -1.9946 2.6213 -3.9740
C -0.7317 2.0776 -6.0207
N 1.8930 -1.6574 -0.6871
C 2.4339 -2.7780 -0.0904
C 3.2822 -2.3687 0.8632
N 3.2756 -0.9802 0.8569
C 2.4106 -0.5626 -0.0979
S 1.9738 1.0640 -0.5123
C 4.0939 -0.2468 1.8837
C 4.0566 1.2694 1.7382
C 5.5459 -0.7050 1.7384
C 3.5241 -0.6273 3.2525
C -1.1823 -2.1913 0.0132
S -0.5376 -1.3253 1.3744
H -4.2037 -2.4661 2.8431
H -3.1434 -1.2159 2.1798
H -2.4568 -2.7245 2.7876
H -4.5935 -4.5772 1.8181
H -2.8782 -4.9062 1.5411
H -4.0265 -4.9584 0.1951
H -5.5952 -2.3232 0.9401
H -5.0552 -2.7808 -0.6718
H -4.5401 -1.2372 0.0223
H -3.3874 -3.9073 -1.6338
H -1.0988 -3.3450 -3.0051
H 1.2004 -2.7975 -2.4429
H 2.2534 -1.3066 -3.9829
H 1.5501 0.8915 -5.4315
H 0.4525 3.5769 -3.1276
H -0.0455 4.3741 -4.6295
H 1.3401 3.2757 -4.6290
H -1.9804 2.9377 -2.9365
H -2.6761 1.7766 -4.0686
H -2.3821 3.4412 -4.5796
H 0.2298 1.9743 -6.5209
H -1.2322 2.9410 -6.4568
H -1.3324 1.1917 -6.2305
H 2.1583 -3.7709 -0.3989
H 3.8845 -2.9418 1.5417
H 4.3948 1.6010 0.7584
H 4.7369 1.6666 2.4927
H 3.0630 1.6770 1.9154
H 5.9317 -0.4401 0.7531
H 5.6655 -1.7781 1.8793
H 6.1532 -0.2033 2.4917
H 2.4496 -0.4335 3.2784
H 4.0064 -0.0298 4.0262
H 3.6875 -1.6790 3.4888
C -2.3019 2.6192 5.6320
C -0.8960 2.1007 5.3183
C -0.4904 2.4137 3.9123
N -0.8224 1.7136 2.8935
N -0.3624 2.2488 1.6949
C 0.3022 3.3648 1.8590
N 0.8134 4.0699 0.8350
S 0.4312 3.8454 3.5032
H -2.5738 2.3752 6.6578
H -3.0308 2.1644 4.9623
H -2.3578 3.7022 5.5150
H -0.8566 1.0173 5.4319
H -0.1706 2.5309 6.0102
H 0.8265 3.6415 -0.0758
H 1.4348 4.8402 1.0004
```

Its LUMO energy (alpha / beta) is -1.792 / -2.056 eV. As for the charge: +1. As for the frontier orbital gap (alpha / beta): 8.52 / 8.41 eV. As for the spin multiplicity: 4.



Molecular formula: C5H11NO
Method: DFT, ωB97M-V with the def2-TZVPD basis set

XYZ file:
```
18
Properties=species:S:1:pos:R:3
C 0.9647 -0.0067 0.5569
C -0.8013 -0.5731 -0.9932
C 0.1716 0.7610 1.4386
C 1.9712 0.6446 -0.3190
N -1.0929 -1.8671 -0.4158
C -1.1582 0.6906 0.3165
O -2.2364 0.3598 0.8354
H 0.9432 -1.0871 0.6297
H -1.8449 -1.7546 0.2606
H -1.4194 -2.5213 -1.1189
H -1.5880 -0.1799 -1.6464
H 0.1136 -0.6060 -1.5857
H -1.0183 1.5800 -0.3138
H -0.1988 0.2691 2.3284
H 0.4663 1.7920 1.6104
H 1.5999 1.6067 -0.6866
H 2.2601 0.0294 -1.1700
H 2.8676 0.8623 0.2731
```

Its LUMO energy is -0.160 eV. As for the frontier orbital gap: 7.86 eV. Its relative energy (zero: lowest compared OMol25 entry of this formula, charge and spin) is 461.9 kJ/mol.



| no. | strongest force on any atom (eV Å⁻¹) |
| --- | --- |
| 1 | 2.82 |
| 2 | 3.20 |
| 3 | 0.64 |
| 4 | 3.00 |
| 5 | 0.83 |
| 6 | 2.37 |